Entry 1:
37
Properties=species:S:1:pos:R:3:forces:R:3 method="wB97M-V/def2-TZVPD" homo_ev=-5.58 fmax_ev_per_a=0.6 e_lumo_ev=3.32 orbital_gap_ev=8.9 total_charge=-1
Br 1.20851 -0.23707 2.21988 -0.075 -0.046 -0.018
C -3.97569 -2.16348 2.31461 -0.175 0.110 -0.090
C -2.47013 -2.29079 2.29808 0.212 -0.147 -0.103
O -1.91094 -1.20188 2.99987 -0.198 0.006 -0.134
H -4.34414 -2.09034 3.33892 0.015 -0.045 0.020
H -4.46004 -3.01100 1.82256 0.060 -0.027 0.051
H -4.27370 -1.25308 1.78947 0.011 -0.010 0.032
H -2.10843 -2.31613 1.26228 -0.019 0.020 0.038
H -2.15581 -3.23937 2.75779 -0.079 0.015 0.010
H -1.04246 -0.99892 2.61627 0.199 0.085 0.248
C -1.90620 0.88293 -1.71402 -0.205 0.039 -0.126
C -1.91518 0.67499 -0.21769 -0.109 0.107 0.232
O -0.99785 1.55006 0.41036 -0.019 -0.010 -0.119
H -0.90598 0.75087 -2.12130 0.049 0.032 -0.030
H -2.26113 1.89151 -1.93659 0.140 0.031 -0.097
H -2.58472 0.17917 -2.20770 0.055 0.005 0.045
H -1.67421 -0.35986 0.03307 -0.019 -0.076 -0.050
H -2.92365 0.90164 0.15458 -0.015 -0.199 0.064
H -0.48657 1.02763 1.05040 0.215 0.141 0.034
C 4.14509 3.42396 -0.46616 0.289 0.442 -0.261
C 3.10709 2.45957 0.03892 -0.259 -0.119 -0.062
O 3.57556 1.89341 1.24399 -0.126 0.127 -0.063
H 5.14371 2.98694 -0.40655 -0.047 -0.092 -0.002
H 4.15795 4.35273 0.11123 -0.013 -0.119 0.074
H 3.96009 3.69553 -1.50943 -0.047 -0.028 0.032
H 2.91179 1.68531 -0.71956 0.110 -0.020 0.121
H 2.15117 2.97980 0.18782 0.043 -0.044 0.040
H 2.84975 1.35221 1.60146 0.093 -0.163 0.113
C 0.76124 -1.68838 -2.85306 -0.113 -0.095 0.157
C 1.32788 -1.22542 -1.52423 -0.054 -0.088 -0.103
O 0.71776 -2.00114 -0.51197 0.136 -0.002 -0.029
H 0.93323 -2.76203 -2.95680 0.067 0.037 -0.088
H 1.21329 -1.16340 -3.69493 0.028 0.015 -0.015
H -0.32006 -1.53508 -2.87431 0.042 0.066 -0.019
H 1.12934 -0.15929 -1.35928 0.024 -0.004 -0.022
H 2.41867 -1.36564 -1.51973 -0.050 0.047 0.029
H 1.00479 -1.62596 0.34175 -0.166 0.008 0.090

Entry 2:
12
Properties=species:S:1:pos:R:3:forces:R:3 method="wB97M-V/def2-TZVPD" homo_ev=-9.14 fmax_ev_per_a=4.6 e_lumo_ev=1.01 orbital_gap_ev=10.1
C 1.91500 -0.91872 -0.87994 0.318 -0.157 -0.168
N 0.87022 -0.14081 -0.26857 -0.293 0.010 0.241
C -2.12021 1.85099 0.32312 -4.538 0.943 -0.329
C -1.53189 0.85418 0.79578 2.723 -1.780 0.635
N -0.93229 -0.10957 1.20139 0.364 -0.552 0.988
C 0.07643 -0.75363 0.49231 0.098 -0.555 -0.328
H 1.84011 -0.82835 -1.96789 0.034 -0.013 0.128
H 2.88400 -0.51053 -0.58291 -0.037 -0.007 -0.072
H 1.89443 -1.98334 -0.60693 -0.044 0.066 -0.042
H -1.81809 2.86076 0.40356 0.170 0.688 -0.081
H -3.21372 1.50252 0.36972 1.113 1.281 -0.860
H 0.13603 -1.82350 0.72036 0.091 0.077 -0.112

Entry 3:
9
Properties=species:S:1:pos:R:3:forces:R:3 method="wB97M-V/def2-TZVPD" homo_ev=-9.23 fmax_ev_per_a=4.2 e_lumo_ev=-0.05 orbital_gap_ev=9.2
C 2.15510 -0.48818 0.33014 -0.043 0.336 1.074
C -0.85369 0.88550 -0.30205 0.958 1.837 -1.413
O 2.60223 0.43717 -0.23507 -0.128 -0.563 0.312
F 2.18464 -0.69066 1.66895 0.083 0.327 -1.202
F 1.51844 -1.50716 -0.17887 0.042 -0.085 -0.236
F -0.85282 1.88623 0.56013 -0.316 -0.375 -0.101
F -1.64001 1.35362 -1.32249 0.549 -0.295 0.896
I -2.40781 -0.95245 0.46454 -0.509 -1.210 3.992
H -2.70608 -0.92406 -0.98527 -0.635 0.030 -3.323

Entry 4:
27
Properties=species:S:1:pos:R:3:forces:R:3 method="wB97M-V/def2-TZVPD" homo_ev=-7.77 fmax_ev_per_a=2.1 e_lumo_ev=0.93 orbital_gap_ev=8.7
C -2.90679 1.50469 -0.17430 -0.391 0.301 0.307
C -0.97114 -1.60979 0.66659 -0.661 -0.714 -1.549
C -1.12909 -0.46337 -0.14175 -0.157 0.722 0.316
C -2.32855 0.21193 0.29283 -0.110 -0.655 -0.037
C -2.86940 -0.59112 1.25447 -0.037 0.641 -0.322
C 0.02476 -2.55125 0.39448 -0.059 0.280 0.507
C 0.97748 -2.21392 -0.53661 0.742 0.798 0.374
C -0.19743 -0.18500 -1.14256 1.497 0.436 0.458
C 0.91774 -0.99449 -1.24937 -1.193 -1.639 -0.657
N -2.11090 -1.72478 1.42048 -0.006 0.158 0.907
H -2.31776 -2.43299 2.10365 0.227 0.047 -0.067
H 0.02274 -3.47885 0.94170 0.293 -0.222 0.098
H -3.71504 -0.33592 1.87515 -0.100 -0.433 -0.002
H 1.92552 -2.73345 -0.61808 -0.371 -0.633 -0.171
H -0.12513 0.75724 -1.66848 -0.743 0.045 -0.265
H -2.52717 1.84938 -1.13289 0.280 0.005 0.083
H -2.76425 2.25993 0.59611 0.394 0.359 -0.156
H 1.58618 -0.95699 -2.09941 0.288 0.749 0.257
H -3.99239 1.48346 -0.27649 -0.066 -0.401 -0.109
C 2.98101 1.31168 -0.77670 1.559 -0.002 0.985
C 2.54764 1.73391 0.62238 1.011 0.317 -0.399
H 3.96463 1.72647 -1.03207 -0.454 0.905 -0.223
H 3.34336 0.28343 -0.70255 -1.115 -0.418 -0.522
H 2.20461 1.56554 -1.48405 0.196 -0.484 -0.517
H 2.44037 2.80667 0.68562 -0.604 0.400 -0.116
H 3.38198 1.56703 1.30423 -0.294 -0.554 0.332
H 1.63701 1.21054 0.87762 -0.125 -0.008 0.487